1.
{"formula": "C64H116Cl2F6N20O4P", "method": "the ωB97M-V functional and the def2-TZVPD basis", "species": ["C", "C", "N", "C", "C", "N", "C", "C", "H", "H", "H", "H", "H", "H", "H", "H", "H", "H", "H", "C", "C", "N", "C", "C", "N", "C", "C", "H", "H", "H", "H", "H", "H", "H", "H", "H", "H", "H", "C", "C", "N", "C", "C", "N", "C", "C", "H", "H", "H", "H", "H", "H", "H", "H", "H", "H", "H", "C", "C", "N", "C", "C", "N", "C", "C", "H", "H", "H", "H", "H", "H", "H", "H", "H", "H", "H", "C", "C", "N", "C", "C", "N", "C", "C", "H", "H", "H", "H", "H", "H", "H", "H", "H", "H", "H", "C", "C", "N", "C", "C", "N", "C", "C", "H", "H", "H", "H", "H", "H", "H", "H", "H", "H", "H", "C", "C", "N", "C", "C", "N", "C", "C", "H", "H", "H", "H", "H", "H", "H", "H", "H", "H", "H", "C", "C", "N", "C", "C", "N", "C", "C", "H", "H", "H", "H", "H", "H", "H", "H", "H", "H", "H", "C", "C", "N", "C", "C", "N", "C", "C", "H", "H", "H", "H", "H", "H", "H", "H", "H", "H", "H", "C", "C", "N", "C", "C", "N", "C", "C", "H", "H", "H", "H", "H", "H", "H", "H", "H", "H", "H", "C", "C", "O", "O", "H", "H", "H", "C", "C", "O", "O", "H", "H", "H", "Cl", "Cl", "P", "F", "F", "F", "F", "F", "F"], "xyz": [[4.515, -0.155, 4.691], [6.017, -0.127, 4.478], [6.572, -0.332, 3.078], [6.740, -1.555, 2.428], [7.469, -1.312, 1.258], [7.657, 0.039, 1.255], [7.118, 0.598, 2.340], [8.286, 0.853, 0.191], [4.049, 0.824, 4.752], [4.388, -0.675, 5.624], [3.966, -0.677, 3.936], [6.471, -0.970, 5.000], [6.506, 0.758, 4.886], [6.468, -2.477, 2.967], [7.809, -2.004, 0.480], [7.328, 1.629, 2.601], [7.503, 1.055, -0.519], [9.043, 0.256, -0.332], [8.645, 1.745, 0.681], [2.963, 0.914, -3.994], [3.604, -0.485, -3.958], [2.924, -1.375, -4.962], [3.226, -1.445, -6.277], [2.217, -2.119, -6.892], [1.346, -2.543, -5.892], [1.810, -2.139, -4.711], [0.184, -3.441, -5.950], [3.149, 1.491, -4.884], [3.296, 1.537, -3.174], [1.894, 0.823, -3.832], [3.532, -0.895, -2.945], [4.681, -0.392, -4.209], [4.145, -0.992, -6.581], [2.108, -2.435, -7.904], [1.350, -2.340, -3.749], [0.472, -4.355, -5.431], [-0.104, -3.653, -6.967], [-0.676, -2.935, -5.529], [-1.674, -7.632, 3.428], [-2.706, -6.983, 2.467], [-2.066, -6.509, 1.239], [-1.730, -5.202, 1.097], [-1.304, -5.012, -0.200], [-1.569, -6.229, -0.809], [-1.980, -7.135, 0.047], [-1.413, -6.605, -2.218], [-1.026, -6.929, 3.953], [-1.139, -8.435, 2.952], [-2.263, -8.185, 4.181], [-3.101, -6.138, 3.011], [-3.567, -7.644, 2.290], [-1.845, -4.502, 1.947], [-1.024, -4.142, -0.843], [-2.214, -8.151, -0.226], [-2.437, -6.627, -2.626], [-0.994, -7.581, -2.236], [-0.732, -5.905, -2.731], [0.759, 5.084, -1.987], [1.877, 6.076, -1.598], [3.223, 5.636, -2.174], [3.393, 4.824, -3.278], [4.788, 4.777, -3.535], [5.359, 5.574, -2.555], [4.430, 6.079, -1.772], [6.852, 5.749, -2.536], [-0.084, 5.264, -1.241], [1.094, 4.038, -1.924], [0.273, 5.272, -2.936], [2.012, 6.098, -0.512], [1.647, 7.039, -1.967], [2.497, 4.359, -3.721], [5.338, 4.360, -4.382], [4.547, 6.635, -0.865], [7.011, 6.635, -1.933], [7.234, 5.945, -3.505], [7.248, 4.811, -2.169], [-6.121, 5.996, 4.132], [-4.742, 6.010, 3.578], [-4.611, 5.555, 2.138], [-3.433, 5.251, 1.486], [-3.879, 4.771, 0.233], [-5.252, 4.791, 0.246], [-5.703, 5.231, 1.428], [-6.151, 4.161, -0.803], [-6.023, 6.149, 5.172], [-6.650, 5.050, 3.956], [-6.774, 6.784, 3.777], [-4.116, 5.309, 4.127], [-4.278, 6.988, 3.672], [-2.491, 5.451, 1.990], [-3.344, 4.334, -0.592], [-6.721, 5.482, 1.694], [-5.845, 3.190, -1.081], [-6.190, 4.779, -1.686], [-7.173, 4.082, -0.422], [3.674, -4.348, -1.126], [2.381, -4.986, -0.669], [2.623, -5.644, 0.574], [3.492, -6.715, 0.830], [3.375, -6.982, 2.171], [2.425, -6.128, 2.670], [1.995, -5.331, 1.707], [2.005, -5.939, 4.050], [4.384, -5.129, -1.450], [4.192, -3.725, -0.352], [3.494, -3.704, -2.032], [1.823, -5.655, -1.341], [1.649, -4.196, -0.520], [4.035, -7.184, 0.047], [3.826, -7.750, 2.836], [1.233, -4.545, 1.955], [1.782, -6.887, 4.549], [1.138, -5.272, 4.104], [2.827, -5.459, 4.629], [-3.560, 0.972, 3.962], [-4.745, 0.008, 3.809], [-4.987, -0.412, 2.400], [-5.774, 0.318, 1.579], [-5.682, -0.204, 0.347], [-4.921, -1.313, 0.500], [-4.444, -1.422, 1.745], [-4.605, -2.240, -0.582], [-2.618, 0.585, 3.615], [-3.423, 1.109, 5.020], [-3.734, 1.916, 3.437], [-5.730, 0.403, 4.117], [-4.574, -0.901, 4.431], [-6.385, 1.133, 1.960], [-6.097, -0.022, -0.639], [-3.745, -2.178, 2.136], [-5.570, -2.452, -1.123], [-4.262, -3.190, -0.189], [-3.899, -1.922, -1.322], [2.446, 5.428, 5.437], [1.119, 4.862, 4.950], [1.014, 3.446, 5.272], [1.053, 2.398, 4.351], [0.931, 1.211, 5.113], [0.913, 1.597, 6.386], [0.943, 2.916, 6.502], [0.956, 0.736, 7.577], [3.312, 4.976, 4.961], [2.597, 5.385, 6.517], [2.470, 6.484, 5.196], [0.944, 4.869, 3.849], [0.248, 5.333, 5.374], [1.130, 2.523, 3.290], [0.960, 0.210, 4.763], [0.862, 3.564, 7.363], [1.796, 1.039, 8.204], [1.050, -0.323, 7.217], [0.039, 0.818, 8.180], [3.273, -0.593, 0.334], [2.263, 0.029, 1.334], [1.193, 0.729, 0.526], [1.412, 1.658, -0.484], [0.179, 2.161, -0.693], [-0.723, 1.535, 0.076], [-0.105, 0.689, 0.907], [-2.157, 1.817, 0.212], [3.979, -1.018, 1.006], [3.712, 0.205, -0.278], [2.728, -1.340, -0.242], [2.732, 0.886, 1.822], [1.738, -0.704, 2.009], [2.390, 2.069, -0.738], [-0.208, 2.853, -1.404], [-0.524, 0.040, 1.653], [-2.543, 2.286, -0.691], [-2.322, 2.475, 1.078], [-2.627, 0.853, 0.352], [-5.553, -0.245, -3.945], [-4.712, -0.792, -5.114], [-5.067, -2.231, -5.463], [-4.620, -3.339, -4.789], [-5.391, -4.401, -5.285], [-6.209, -3.903, -6.246], [-5.982, -2.580, -6.326], [-7.158, -4.563, -7.126], [-6.578, -0.646, -4.136], [-5.583, 0.863, -4.091], [-5.266, -0.510, -2.909], [-3.653, -0.801, -4.905], [-4.947, -0.253, -6.011], [-3.871, -3.316, -4.010], [-5.381, -5.434, -5.091], [-6.499, -1.902, -6.959], [-6.623, -5.186, -7.864], [-7.801, -3.826, -7.594], [-7.757, -5.249, -6.528], [-0.730, -0.778, -2.857], [-0.969, -2.308, -2.589], [0.058, -3.065, -2.582], [-2.133, -2.626, -2.246], [-1.706, -0.263, -2.740], [-0.323, -0.674, -3.871], [-0.007, -0.328, -2.168], [-3.794, 3.959, -4.170], [-3.235, 3.290, -2.877], [-2.282, 3.821, -2.260], [-3.858, 2.262, -2.456], [-2.928, 4.337, -4.685], [-4.425, 4.741, -3.796], [-4.269, 3.259, -4.851], [0.156, -2.927, 3.143], [0.083, 4.299, 1.675], [4.602, 3.452, 1.960], [2.974, 3.276, 1.990], [4.638, 2.405, 0.699], [4.473, 4.661, 0.859], [6.254, 3.479, 1.872], [4.628, 4.455, 3.209], [4.790, 2.102, 2.881]], "charge": 5, "largest_force_ha_per_bohr": 0.07663, "e_tot_ev": -156845.65087, "gap_ha": 0.2769}

2.
{"formula": "C64H134N6O20", "method": "the ωB97M-V functional and the def2-TZVPD basis", "species": ["C", "C", "N", "C", "C", "C", "C", "H", "H", "H", "H", "H", "H", "H", "H", "H", "H", "H", "H", "H", "H", "H", "C", "C", "N", "C", "C", "C", "C", "H", "H", "H", "H", "H", "H", "H", "H", "H", "H", "H", "H", "H", "H", "H", "C", "C", "N", "C", "C", "C", "C", "H", "H", "H", "H", "H", "H", "H", "H", "H", "H", "H", "H", "H", "H", "H", "C", "C", "N", "C", "C", "C", "C", "H", "H", "H", "H", "H", "H", "H", "H", "H", "H", "H", "H", "H", "H", "H", "C", "C", "N", "C", "C", "C", "C", "H", "H", "H", "H", "H", "H", "H", "H", "H", "H", "H", "H", "H", "H", "H", "C", "C", "N", "C", "C", "C", "C", "H", "H", "H", "H", "H", "H", "H", "H", "H", "H", "H", "H", "H", "H", "H", "C", "C", "C", "O", "C", "O", "O", "H", "H", "H", "H", "H", "H", "C", "C", "C", "O", "C", "O", "O", "H", "H", "H", "H", "H", "H", "C", "C", "C", "O", "C", "O", "O", "H", "H", "H", "H", "H", "H", "C", "C", "C", "O", "C", "O", "O", "H", "H", "H", "H", "H", "H", "C", "C", "C", "O", "C", "O", "O", "H", "H", "H", "H", "H", "H", "C", "C", "C", "O", "C", "O", "O", "H", "H", "H", "H", "H", "H", "O", "C", "O", "C", "C", "C", "H", "H", "H", "H", "H", "H", "H", "H"], "xyz": [[18.019, 14.186, 12.884], [18.763, 14.750, 11.711], [20.207, 14.885, 11.839], [20.598, 15.816, 12.988], [22.039, 15.459, 13.598], [20.747, 15.504, 10.617], [20.799, 14.472, 9.507], [16.990, 14.118, 12.532], [18.085, 14.704, 13.840], [18.494, 13.220, 13.053], [18.532, 13.996, 10.959], [18.436, 15.741, 11.394], [20.683, 16.822, 12.576], [19.827, 15.793, 13.759], [22.848, 15.362, 12.874], [22.344, 16.164, 14.371], [22.081, 14.469, 14.053], [21.749, 15.909, 10.757], [20.103, 16.314, 10.278], [21.016, 15.016, 8.588], [19.874, 13.941, 9.284], [21.644, 13.784, 9.515], [16.198, 15.085, 7.982], [14.897, 15.192, 8.845], [15.001, 15.975, 10.108], [13.878, 15.711, 11.001], [14.001, 14.309, 11.743], [15.229, 17.429, 9.969], [14.184, 18.207, 9.231], [16.949, 14.581, 8.591], [16.640, 16.045, 7.716], [16.122, 14.431, 7.114], [14.107, 15.559, 8.190], [14.667, 14.183, 9.189], [13.828, 16.416, 11.831], [12.962, 15.829, 10.423], [14.819, 14.434, 12.452], [13.112, 14.085, 12.332], [14.217, 13.484, 11.065], [16.191, 17.504, 9.463], [15.449, 17.765, 10.982], [14.567, 19.208, 9.033], [13.324, 18.255, 9.900], [13.928, 17.788, 8.258], [18.617, 10.075, 19.536], [19.666, 10.726, 18.635], [19.177, 12.017, 18.097], [19.000, 13.043, 19.106], [20.360, 13.622, 19.689], [20.021, 12.418, 16.934], [19.195, 13.473, 16.117], [17.653, 9.937, 19.048], [18.420, 10.618, 20.461], [18.906, 9.068, 19.837], [20.605, 10.844, 19.175], [19.804, 10.071, 17.775], [18.489, 13.899, 18.668], [18.223, 12.717, 19.797], [21.041, 12.823, 19.982], [20.901, 14.223, 18.957], [20.232, 14.323, 20.513], [20.079, 11.547, 16.281], [21.037, 12.735, 17.168], [19.219, 14.497, 16.492], [18.189, 13.164, 15.833], [19.694, 13.545, 15.151], [23.299, 26.326, 20.278], [23.487, 25.469, 19.033], [22.538, 24.344, 18.960], [22.380, 23.476, 20.113], [23.600, 22.664, 20.497], [22.714, 23.672, 17.664], [21.552, 22.646, 17.347], [22.275, 26.663, 20.442], [23.928, 27.203, 20.131], [23.589, 25.779, 21.175], [23.356, 26.119, 18.167], [24.512, 25.103, 18.979], [22.011, 23.903, 21.045], [21.628, 22.749, 19.806], [23.334, 21.917, 21.246], [24.059, 22.156, 19.649], [24.365, 23.322, 20.908], [23.677, 23.163, 17.718], [22.755, 24.370, 16.828], [20.626, 22.823, 17.894], [21.814, 21.654, 17.715], [21.355, 22.576, 16.278], [22.161, 20.232, 14.075], [23.637, 20.567, 13.797], [24.640, 19.458, 13.771], [24.344, 18.509, 12.694], [24.885, 19.079, 11.431], [24.779, 18.916, 15.132], [26.124, 18.097, 15.188], [21.618, 21.172, 13.977], [22.028, 19.855, 15.089], [21.713, 19.469, 13.439], [23.768, 21.078, 12.843], [23.948, 21.268, 14.571], [24.738, 17.519, 12.924], [23.283, 18.328, 12.521], [24.277, 19.888, 11.025], [25.941, 19.327, 11.536], [24.881, 18.267, 10.704], [23.896, 18.431, 15.550], [24.906, 19.793, 15.766], [26.989, 18.747, 15.323], [26.251, 17.498, 14.286], [26.166, 17.411, 16.034], [22.360, 23.265, 11.221], [20.972, 23.327, 11.910], [19.921, 22.659, 11.107], [19.746, 23.087, 9.732], [19.475, 24.585, 9.464], [18.628, 22.640, 11.774], [18.753, 21.807, 13.059], [22.312, 23.885, 10.326], [22.482, 22.229, 10.906], [23.236, 23.614, 11.766], [21.060, 22.850, 12.886], [20.720, 24.385, 11.990], [20.605, 22.816, 9.117], [18.944, 22.519, 9.260], [18.518, 24.980, 9.807], [20.281, 25.223, 9.824], [19.418, 24.702, 8.382], [17.916, 22.151, 11.109], [18.205, 23.604, 12.058], [17.814, 21.259, 13.134], [18.928, 22.405, 13.953], [19.445, 20.965, 13.031], [19.671, 17.610, 20.557], [18.861, 18.019, 19.298], [18.839, 16.902, 18.219], [17.471, 16.740, 17.994], [16.716, 17.551, 18.694], [15.485, 17.675, 18.643], [17.466, 18.149, 19.640], [20.736, 17.790, 20.414], [19.447, 16.596, 20.889], [19.310, 18.276, 21.341], [19.308, 18.914, 18.866], [19.191, 15.953, 18.624], [19.492, 17.194, 17.397], [14.673, 14.770, 17.561], [15.670, 13.895, 16.769], [15.738, 12.482, 17.394], [15.793, 11.728, 16.193], [15.515, 12.470, 15.098], [15.471, 12.061, 13.961], [15.228, 13.689, 15.422], [14.486, 15.737, 17.093], [15.070, 14.899, 18.568], [13.707, 14.288, 17.711], [16.666, 14.314, 16.910], [14.785, 12.273, 17.879], [16.618, 12.370, 18.027], [26.451, 19.951, 18.814], [25.388, 18.815, 18.861], [24.765, 18.523, 20.239], [23.394, 18.353, 19.878], [23.105, 18.791, 18.646], [21.957, 18.738, 18.205], [24.248, 19.122, 18.063], [27.116, 19.880, 19.676], [25.977, 20.932, 18.809], [26.909, 19.911, 17.826], [25.869, 17.882, 18.565], [24.932, 19.347, 20.933], [25.336, 17.661, 20.584], [9.680, 16.943, 13.519], [10.899, 17.168, 14.400], [11.950, 16.074, 14.328], [13.175, 16.731, 14.217], [13.025, 18.043, 13.985], [13.902, 18.889, 13.811], [11.680, 18.274, 13.905], [9.914, 16.847, 12.459], [9.044, 17.828, 13.490], [9.039, 16.128, 13.855], [10.621, 17.416, 15.425], [11.789, 15.434, 13.460], [11.935, 15.463, 15.231], [13.416, 20.477, 17.141], [14.824, 20.472, 16.514], [15.032, 21.502, 15.414], [15.947, 22.448, 15.889], [16.355, 22.007, 17.098], [17.136, 22.591, 17.799], [15.761, 20.894, 17.475], [13.122, 21.457, 17.515], [13.347, 19.746, 17.947], [12.712, 20.200, 16.356], [15.045, 19.527, 16.018], [14.124, 22.078, 15.234], [15.342, 21.075, 14.460], [18.690, 18.980, 10.668], [19.902, 19.441, 9.817], [21.257, 19.301, 10.580], [22.102, 18.838, 9.556], [21.389, 18.248, 8.630], [21.865, 17.641, 7.650], [20.100, 18.372, 8.915], [18.899, 18.108, 11.287], [17.852, 18.853, 9.984], [18.380, 19.688, 11.437], [19.796, 20.414, 9.336], [21.229, 18.581, 11.398], [21.700, 20.254, 10.869], [19.747, 18.030, 14.965], [18.899, 18.843, 15.189], [17.744, 18.946, 14.581], [17.138, 17.928, 13.825], [16.636, 16.803, 14.770], [19.176, 20.001, 16.193], [17.845, 17.493, 13.118], [16.232, 18.262, 13.319], [17.429, 16.430, 15.418], [16.091, 16.051, 14.200], [15.961, 17.191, 15.533], [19.159, 20.966, 15.687], [20.134, 19.875, 16.698], [18.450, 19.946, 17.004]], "charge": 0, "largest_force_ha_per_bohr": 0.09340, "e_tot_ev": -118429.84073, "gap_ha": 0.3045}

> What is the formula in the first record?

C64H116Cl2F6N20O4P

> The lowest charge belongs to which entry?

C64H134N6O20

> Number 2 is which compound?

C64H134N6O20